# 1
The following is a DFT calculation (the ωB97M-V functional and the def2-TZVPD basis) of a molecular structure, C33H43N5P2Sn in a non-equilibrium geometry.

Summary:
LUMO energy: -0.0559 hartree
energy: -2453.87970 Ha
multiplicity: 1
energy relative to the best compared isomer or geometry (same formula, charge and spin): 25.1 kcal per mole

Each line ends with the Löwdin charge.
Element x y z (Å)
Sn  -2.6090  4.2447  -1.7930  1.246
C  -2.8098  2.4999  2.3899  -0.098
C  -1.6672  2.4114  1.6984  -0.117
C  -1.0320  1.1705  1.1519  -0.222
C  -1.4167  0.6932  -0.2565  -0.201
C  -2.8572  0.6920  -0.6359  -0.149
C  -3.9024  0.5464  0.1787  -0.099
C  -3.7891  0.2367  1.6384  -0.195
C  -3.8228  1.4138  2.6206  -0.183
C  -4.5674  3.4485  -2.4349  -0.385
H  -3.0835  3.4598  2.8543  0.114
H  -1.0952  3.3351  1.5061  0.101
H  -1.1275  0.3419  1.8656  0.099
H  0.0366  1.4040  1.1050  0.094
H  -0.8555  1.2625  -1.0245  0.101
H  -1.0398  -0.3458  -0.3018  0.108
H  -3.0295  0.8794  -1.7051  0.088
H  -4.9210  0.6086  -0.2260  0.110
H  -2.9106  -0.3874  1.8467  0.104
H  -4.6776  -0.3691  1.8878  0.117
H  -4.8283  1.8789  2.6470  0.097
H  -3.6401  0.9853  3.6162  0.118
H  -5.2900  4.0732  -1.8722  -0.033
H  -4.6499  2.4218  -2.0089  -0.030
H  -4.7409  3.5282  -3.5532  -0.001
P  2.2887  -3.0422  -1.9097  1.070
P  3.6382  -1.0866  0.1129  1.036
N  1.0720  -4.3099  -1.7962  -0.284
N  3.0478  -3.7582  -3.3683  -0.259
N  3.0575  -1.4489  1.7266  -0.266
N  5.0908  -0.2369  0.6712  -0.272
C  3.4753  -3.7812  -0.6775  -0.382
C  4.4521  -2.7092  -0.1647  -0.410
C  -0.2557  -4.0128  -1.4439  -0.150
C  -0.9391  -5.2032  -1.2555  -0.101
C  -0.0141  -6.2745  -1.4723  -0.084
C  1.2158  -5.6995  -1.7833  -0.134
C  3.0910  -3.0397  -4.5737  -0.151
C  3.8431  -3.7591  -5.4968  -0.103
C  4.2927  -4.9498  -4.8521  -0.086
C  3.7982  -4.9162  -3.5505  -0.164
C  1.8105  -0.9608  2.1402  -0.139
C  1.5128  -1.5101  3.3829  -0.088
C  2.5904  -2.3790  3.7375  -0.080
C  3.5132  -2.3369  2.6998  -0.160
C  5.9655  -0.4982  1.7324  -0.129
C  7.0830  0.3255  1.6077  -0.088
C  6.9098  1.0959  0.4109  -0.104
C  5.7010  0.7235  -0.1551  -0.160
H  4.0372  -4.6249  -1.1082  0.063
H  2.8814  -4.1963  0.1541  0.091
H  4.9783  -3.0876  0.7198  0.067
H  5.2255  -2.5328  -0.9251  0.090
H  -0.5566  -2.9793  -1.3755  0.082
H  -1.9792  -5.2979  -0.9857  0.089
H  -0.2197  -7.3300  -1.4108  0.090
H  2.1646  -6.1638  -1.9898  0.082
H  2.5897  -2.0853  -4.6380  0.090
H  4.0472  -3.4614  -6.5147  0.089
H  4.9012  -5.7341  -5.2755  0.092
H  3.9463  -5.6259  -2.7501  0.082
H  1.2685  -0.2862  1.4904  0.065
H  0.6217  -1.3075  3.9578  0.090
H  2.6808  -2.9643  4.6387  0.094
H  4.4388  -2.8850  2.5884  0.092
H  5.7281  -1.2379  2.4779  0.081
H  7.9154  0.3657  2.2895  0.088
H  7.5969  1.8264  0.0120  0.088
H  5.2025  1.0270  -1.0620  0.089
C  -6.2967  3.5445  0.6657  -0.068
C  -5.4634  4.7416  0.7528  -0.400
C  -5.8155  5.9126  1.4762  -0.083
C  -4.7073  6.7520  1.4276  -0.087
C  -3.7073  6.0526  0.6683  -0.453
C  -2.3346  6.5244  0.4844  -0.146
N  -4.2021  4.8736  0.1901  -0.028
H  -6.4296  3.2334  -0.3759  0.054
H  -7.2861  3.7708  1.0932  0.084
H  -5.8771  2.7090  1.2438  0.045
H  -6.7822  6.0729  1.9356  0.090
H  -4.5857  7.7398  1.8472  0.085
H  -2.3399  7.4366  -0.1279  0.077
H  -1.9058  6.7681  1.4700  0.085
H  -1.6494  5.7838  0.0381  -0.042


# 2
The following is a DFT calculation (the ωB97M-V functional and the def2-TZVPD basis) of 2 unconnected molecules or ions with the total composition CH7NO2P in a non-equilibrium geometry.

Summary:
LUMO energy: -0.1252 hartree
charge: +1
energy: -588.58264 Ha
multiplicity: 1
energy relative to the best compared isomer or geometry (same formula, charge and spin): 45.5 kcal per mole

Each line ends with the Löwdin charge.
Element x y z (Å)
C  1.4876  -0.2787  -0.2213  -0.262
N  1.7731  -0.8086  0.8974  0.238
O  1.6053  0.9904  -0.4320  0.171
O  -0.6781  -0.1442  0.2471  -0.503
P  -1.8449  0.3197  -0.4846  0.741
H  1.1483  -1.0343  -0.9743  0.190
H  2.2537  -0.1102  1.4857  0.175
H  -2.2323  1.5119  -0.0866  -0.043
H  1.5255  -1.7039  1.1415  0.124
H  2.0145  1.4574  0.2880  0.143
H  -2.9562  -0.2868  -0.0929  -0.045
H  -1.6562  0.1179  -2.0444  0.070


# 3
The following is a DFT calculation (the ωB97M-V functional and the def2-TZVPD basis) of 3 unconnected molecules or ions with the total composition C15H42IN3OP2.

Summary:
LUMO energy: 0.0146 hartree
SMILES: CCCN[PH3]P(O)I.CCN(CC)CC.CCN(CC)CC
energy: -1816.55974 Ha
multiplicity: 1

Each line ends with the Löwdin charge.
Element x y z (Å)
C  1.0372  1.2282  4.2591  -0.110
C  -0.2234  2.0833  4.1921  -0.274
C  -0.4509  2.6612  2.7980  -0.331
N  -1.8261  3.1123  2.5702  -0.305
P  -3.1066  1.8959  2.6379  0.570
P  -5.0255  0.5483  2.6844  0.227
O  -4.8566  0.1551  4.2773  -0.533
I  -4.1675  -1.4774  1.5717  0.253
H  1.9173  1.7874  3.9354  0.075
H  1.2282  0.8687  5.2690  0.070
H  0.9426  0.3600  3.6042  0.065
H  -1.0784  1.4846  4.5119  0.076
H  -0.1468  2.9074  4.9054  0.109
H  -0.1330  1.9248  2.0422  0.093
H  0.2082  3.5262  2.6837  0.114
H  -1.8904  3.5342  1.6497  0.033
H  -2.3522  0.8442  2.0620  -0.055
H  -3.2177  1.9347  4.0359  -0.011
H  -3.9012  2.7365  1.8307  -0.023
H  -5.6414  -0.2923  4.5975  0.021
C  4.2320  -3.9482  -0.6092  -0.092
C  2.8618  -3.6881  -0.0037  -0.276
N  2.2450  -2.4660  -0.4892  -0.194
C  1.0771  -2.0677  0.2746  -0.247
C  -0.1612  -2.9690  0.2524  -0.080
C  2.1281  -2.3430  -1.9343  -0.239
C  1.3526  -3.4318  -2.6895  -0.076
H  4.8969  -3.1005  -0.4391  0.079
H  4.6742  -4.8324  -0.1487  0.072
H  4.1800  -4.1326  -1.6822  0.063
H  2.9696  -3.5724  1.0786  0.116
H  2.2331  -4.5814  -0.1531  0.102
H  0.7926  -1.0705  -0.0724  0.075
H  1.4006  -1.9516  1.3125  0.109
H  -0.6785  -2.9264  -0.7059  0.056
H  -0.8767  -2.6341  1.0068  0.042
H  0.0887  -4.0102  0.4586  0.068
H  3.1377  -2.2899  -2.3466  0.101
H  1.6751  -1.3686  -2.1356  0.099
H  1.6124  -4.4302  -2.3336  0.066
H  1.5988  -3.3886  -3.7520  0.070
H  0.2742  -3.3123  -2.5987  0.055
C  0.3856  1.5015  -4.5530  -0.087
C  -0.7347  1.4433  -3.5268  -0.271
N  -0.3200  0.8689  -2.2578  -0.192
C  -1.4324  0.5565  -1.3788  -0.240
C  -2.2531  1.7204  -0.8076  -0.091
C  0.8345  1.4953  -1.6322  -0.248
C  0.7598  2.9971  -1.3168  -0.071
H  0.8145  0.5115  -4.7126  0.077
H  -0.0068  1.8654  -5.5031  0.073
H  1.1865  2.1773  -4.2528  0.064
H  -1.5325  0.8020  -3.9111  0.117
H  -1.1752  2.4491  -3.4251  0.102
H  -1.0429  -0.0374  -0.5462  0.090
H  -2.1039  -0.1065  -1.9317  0.115
H  -1.7078  2.2352  -0.0150  0.022
H  -3.1769  1.3334  -0.3704  0.043
H  -2.5283  2.4587  -1.5614  0.075
H  1.6975  1.3233  -2.2780  0.101
H  1.0436  0.9420  -0.7138  0.098
H  0.3237  3.5603  -2.1433  0.068
H  1.7647  3.3879  -1.1480  0.075
H  0.1742  3.2068  -0.4223  0.045


# 4
The following is a DFT calculation (the ωB97M-V functional and the def2-TZVPD basis) of a molecular structure, C32H33N2O11V.

Summary:
LUMO energy (alpha / beta): 0.0766 / 0.0765 hartree
charge: -1
energy: -3120.14705 Ha
multiplicity: 4

Each line ends with the Löwdin charge.
Element x y z (Å)
V  1.3103  -0.6251  -0.8128  1.019
C  2.2956  -0.5937  1.9861  -0.135
C  2.4648  -2.1051  2.2067  -0.179
O  1.7157  -2.8573  1.2741  -0.156
C  2.4448  -3.9613  0.7554  -0.186
C  1.5666  -4.7328  -0.2017  -0.168
O  1.1433  -4.0123  -1.3385  -0.149
C  2.1428  -3.7444  -2.3060  -0.168
C  1.5591  -2.8031  -3.3396  -0.112
O  0.9425  -1.6197  -2.7995  -0.176
C  -0.4831  -1.5625  -2.9522  -0.136
C  -1.1754  -2.3280  -1.8398  -0.144
O  -0.7759  -1.8232  -0.5505  -0.168
C  -1.7869  -0.9441  -0.0341  -0.140
C  -0.0806  -0.5848  2.0225  -0.107
O  1.0954  -0.2461  1.2819  -0.210
H  3.0991  -0.2002  1.3719  0.121
H  2.2876  -0.0724  2.9495  0.132
H  2.1588  -2.3931  3.2200  0.124
H  3.5320  -2.3187  2.1017  0.131
H  2.7296  -4.6430  1.5701  0.132
H  3.3499  -3.5856  0.2720  0.120
H  0.6490  -5.0245  0.3134  0.133
H  2.0968  -5.6479  -0.5002  0.130
H  2.4227  -4.6669  -2.8365  0.138
H  3.0371  -3.3217  -1.8540  0.096
H  0.8000  -3.3179  -3.9331  0.126
H  2.3580  -2.4710  -4.0059  0.145
H  -0.7684  -1.9717  -3.9257  0.135
H  -0.7433  -0.5060  -2.9262  0.128
H  -0.9177  -3.3838  -1.8544  0.121
H  -2.2581  -2.2223  -1.9544  0.132
H  -2.7101  -1.5130  0.1192  0.134
H  -1.9551  -0.1443  -0.7538  0.129
H  -0.0389  -1.6403  2.3048  0.134
H  -0.0858  0.0250  2.9301  0.142
C  -1.3601  -0.2977  1.2697  -0.132
C  -2.1624  0.5738  1.8164  0.076
C  -2.7858  1.6208  2.3016  -0.110
C  -3.8178  1.4694  3.3656  -0.181
C  -3.9002  2.3707  4.4238  -0.043
C  -4.8402  2.1925  5.4292  -0.085
C  -5.7159  1.1176  5.3873  -0.102
C  -5.6457  0.2182  4.3318  -0.088
C  -4.7063  0.3963  3.3285  -0.030
C  -2.4399  2.9663  1.7395  -0.161
C  -1.2254  3.1535  1.0795  -0.007
C  -0.9307  4.3648  0.4771  -0.060
C  -1.8378  5.4139  0.5443  -0.088
C  -3.0438  5.2397  1.2055  -0.090
C  -3.3488  4.0198  1.7934  -0.049
H  -3.2207  3.2123  4.4642  0.118
H  -4.8844  2.8979  6.2496  0.100
H  -6.4526  0.9832  6.1691  0.096
H  -6.3284  -0.6209  4.2857  0.099
H  -4.6605  -0.2980  2.4984  0.113
H  -0.5295  2.3292  0.9808  0.107
H  -0.0040  4.4720  -0.0704  0.111
H  -1.6111  6.3573  0.0641  0.099
H  -3.7622  6.0488  1.2513  0.096
H  -4.3035  3.8853  2.2860  0.107
O  4.9832  -1.7519  -1.8395  0.038
C  3.9999  -1.0646  -1.6037  -0.557
O  3.0901  -1.4579  -0.6797  -0.207
C  3.5947  0.2031  -2.2174  -0.172
C  4.0411  0.6571  -3.4179  0.045
C  3.3815  1.7420  -4.0584  -0.190
C  2.0785  2.1562  -3.6206  0.055
C  1.6166  1.6652  -2.4316  -0.222
C  2.4766  0.8888  -1.5055  -0.185
N  0.3027  1.7261  -2.0264  -0.304
O  -0.0209  0.7698  -1.0569  -0.261
O  -0.6260  2.4528  -2.4486  -0.054
N  3.8758  2.2224  -5.2667  -0.412
O  3.2370  3.1004  -5.8777  -0.043
O  4.9405  1.7633  -5.7273  -0.048
H  4.8547  0.1612  -3.9309  0.122
H  1.4525  2.7440  -4.2753  0.109
H  2.8169  1.4978  -0.6483  0.123